Computed, not measured: an isolated molecule of C6H8N2O2 in a non-equilibrium geometry, with ωB97M-V/def2-TZVPD.

```
18
Properties=species:S:1:pos:R:3:forces:R:3:nbo_charge:R:1
N 1.579739 -2.687223 -1.034192 0.10 -0.21 -0.40 -0.81
C 1.404219 -1.523107 -0.316893 0.32 0.52 0.59 0.46
C 2.220696 -0.769181 0.480550 -0.10 -0.34 -0.13 -0.40
C 1.356612 0.203280 1.100387 -0.31 0.14 -0.14 -0.26
C 0.106842 -0.005670 0.611857 0.63 0.06 0.48 0.24
C -1.207744 0.664364 0.801765 0.17 -1.55 -0.42 -0.51
C -1.741120 1.273273 -0.480405 -1.95 4.14 2.05 0.58
N -2.937695 1.769362 -0.609772 -0.35 -2.18 0.52 -0.75
O 0.136489 -1.067856 -0.256709 -0.26 -0.21 -0.18 -0.43
H 0.960455 -2.785340 -1.831601 0.12 0.10 0.18 0.39
H 2.541786 -2.872708 -1.287607 -0.18 0.08 0.08 0.39
H 3.285268 -0.919349 0.633354 -0.34 0.08 -0.03 0.23
H 1.636635 0.979681 1.808119 -0.07 -0.24 -0.25 0.23
H -1.965273 -0.030670 1.190797 0.23 0.07 0.01 0.23
H -1.069793 1.464140 1.543315 -0.17 -0.05 -0.50 0.26
O -0.910983 2.116750 -1.064197 -1.00 2.36 -1.96 -0.68
H -3.605123 1.339848 0.023852 -0.25 -0.17 -0.18 0.34
H -1.791008 2.850405 -1.312621 3.43 -2.59 0.29 0.51
```
Forces are in eV/Å.

## Properties
Spin multiplicity = 1
Strongest force on any atom = 5.0 eV/A
Energy relative to the best compared isomer or geometry (same formula, charge and spin) = 57.4 kcal per mole
Structure (SMILES) = [H]/N=C(/O)Cc1ccc(N)o1
Total charge = 0
Calculated total energy = -493.355333 a.u.
HOMO level = -7.668 eV